{"formula": "C40H54BrF4N9SSiSr", "method": "ωB97M-V with the def2-TZVPD basis set", "de_lowest_ev": 0.872, "lumo_ev": -0.83, "e_homo_ev": -7.041, "homo_lumo_gap_ev": 6.208, "elements": ["Sr", "C", "N", "C", "C", "C", "N", "C", "C", "F", "C", "F", "C", "C", "F", "C", "F", "H", "H", "H", "H", "H", "H", "H", "H", "H", "H", "H", "C", "C", "C", "C", "N", "C", "C", "C", "C", "C", "C", "N", "H", "H", "H", "H", "H", "H", "H", "H", "N", "C", "C", "C", "N", "C", "N", "S", "C", "N", "C", "C", "C", "N", "H", "H", "H", "H", "H", "H", "H", "H", "C", "C", "C", "C", "Si", "Br", "C", "C", "C", "C", "C", "C", "C", "C", "H", "H", "H", "H", "H", "H", "H", "H", "H", "H", "H", "H", "H", "H", "H", "H", "H", "H", "H", "H", "H", "H", "H", "H", "H", "H", "H"], "xyz": [[0.5360, 1.3123, -0.3837], [-2.1615, 3.8059, 0.3222], [-2.2017, 2.3850, -0.0250], [-2.9422, 1.6672, 1.0121], [-2.8603, 2.2163, -1.3370], [-1.8469, 2.2543, -2.4736], [-0.9256, 1.1354, -2.3752], [-1.2873, -0.0842, -2.8223], [-0.4666, -1.1900, -2.4792], [0.5878, -0.9451, -1.6428], [-0.6586, -2.4710, -2.9240], [0.2334, -3.4106, -2.5781], [-1.7343, -2.8095, -3.7259], [-2.5939, -1.7744, -4.0397], [-3.6717, -2.0264, -4.8034], [-2.3947, -0.4750, -3.6176], [-3.3122, 0.4437, -4.0246], [-1.6358, 3.9399, 1.2662], [-3.1765, 4.2164, 0.4226], [-1.6346, 4.3689, -0.4488], [-3.9777, 2.0274, 1.0974], [-2.4533, 1.8088, 1.9775], [-2.9612, 0.6022, 0.7850], [-3.6222, 2.9964, -1.4729], [-3.3674, 1.2497, -1.3580], [-1.2704, 3.1865, -2.3909], [-2.3785, 2.3066, -3.4233], [-1.8848, -3.8135, -4.0889], [1.6041, 6.0185, -0.9419], [1.5938, 6.6258, 0.2987], [1.3537, 5.8535, 1.4232], [1.1295, 4.4916, 1.2786], [1.0949, 3.9122, 0.0732], [1.3432, 4.6600, -0.9984], [0.9235, 3.6010, 2.4569], [1.2494, 4.0173, 3.7431], [1.0249, 3.1700, 4.8111], [0.4803, 1.9200, 4.5731], [0.2019, 1.5732, 3.2622], [0.4173, 2.3803, 2.2234], [1.8345, 6.5717, -1.8397], [1.7865, 7.6854, 0.3959], [1.3397, 6.3180, 2.3978], [1.3499, 4.1383, -1.9502], [1.6925, 4.9865, 3.9135], [1.2769, 3.4811, 5.8161], [0.2860, 1.2292, 5.3803], [-0.2189, 0.6041, 3.0220], [2.9741, 1.7147, -1.1432], [3.5727, 2.3710, -1.8912], [4.2681, 3.2453, -2.7206], [4.6204, 2.8922, -4.0432], [4.9050, 2.6318, -5.1314], [4.4916, 4.5719, -2.2781], [4.6641, 5.6596, -1.9290], [2.3022, -0.7591, -4.5205], [1.3675, 0.3703, -5.3408], [1.8307, 1.5856, -5.6672], [1.0566, 2.6077, -6.3439], [-0.4121, 2.4369, -5.9905], [-0.8289, 1.0130, -6.3169], [0.0934, 0.0912, -5.6804], [2.8023, 1.7717, -5.4612], [1.1912, 2.5428, -7.4299], [1.4314, 3.5799, -6.0228], [-1.0238, 3.1454, -6.5496], [-0.5533, 2.6152, -4.9213], [-0.8352, 0.8649, -7.4025], [-1.8326, 0.8054, -5.9429], [-0.2301, -0.8221, -5.4104], [2.3464, -4.1930, 3.4488], [1.7418, -3.2921, 2.3566], [2.1535, -3.8419, 0.9811], [2.3673, -1.8921, 2.4697], [-0.1665, -3.2573, 2.5065], [-0.7605, -1.4500, 1.2043], [-1.0729, -4.7207, 1.6481], [-2.5775, -4.7014, 1.9635], [-0.9635, -4.6600, 0.1197], [-0.4937, -6.0651, 2.1207], [-0.8246, -2.8735, 4.2743], [-0.9529, -4.1876, 5.0674], [-2.1873, -2.1648, 4.2535], [0.1288, -1.9580, 5.0491], [3.4239, -4.2833, 3.2856], [1.9265, -5.1988, 3.4325], [2.2027, -3.7805, 4.4478], [3.2375, -3.7450, 0.8727], [1.6912, -3.2905, 0.1598], [1.9097, -4.8977, 0.8719], [3.4544, -1.9905, 2.4016], [2.1407, -1.3886, 3.4071], [2.0508, -1.2479, 1.6472], [-3.0424, -3.7658, 1.6476], [-2.7929, -4.8654, 3.0179], [-3.0592, -5.5090, 1.4049], [-1.3888, -3.7442, -0.2823], [-1.5328, -5.4954, -0.3001], [0.0551, -4.7434, -0.2505], [-0.5445, -6.1872, 3.2040], [0.5426, -6.1907, 1.8109], [-1.0693, -6.8781, 1.6696], [-1.7196, -4.8430, 4.6574], [-1.2358, -3.9597, 6.0994], [-0.0137, -4.7406, 5.0992], [-2.9543, -2.7238, 3.7262], [-2.1161, -1.1778, 3.7937], [-2.5269, -2.0271, 5.2850], [1.0939, -2.4240, 5.2387], [-0.3194, -1.7194, 6.0195], [0.2925, -1.0212, 4.5203]]}



{"formula": "C40H54Cl4N10O3PW", "method": "ωB97M-V with the def2-TZVPD basis set", "charge": 1, "spin_multiplicity": 3, "lumo_ev": [-3.25, -3.30], "e_homo_ev": [-8.561, -9.621], "homo_lumo_gap_ev": [5.312, 6.325], "s_squared": 2.03, "elements": ["W", "Cl", "C", "C", "C", "N", "C", "O", "C", "C", "C", "C", "C", "N", "C", "C", "C", "Cl", "N", "C", "O", "C", "C", "C", "C", "C", "N", "H", "H", "H", "H", "H", "H", "H", "H", "H", "H", "Cl", "C", "Cl", "H", "H", "C", "N", "C", "C", "C", "N", "C", "C", "O", "H", "H", "H", "H", "H", "H", "H", "H", "H", "H", "H", "H", "N", "P", "N", "C", "C", "C", "C", "C", "N", "C", "C", "C", "C", "C", "N", "C", "C", "C", "C", "C", "H", "H", "H", "H", "H", "H", "H", "H", "H", "H", "H", "H", "H", "H", "H", "H", "H", "H", "H", "H", "H", "H", "H", "H", "H", "H", "H", "H", "H", "H"], "xyz": [[-0.3193, 0.5832, -0.0365], [-2.0195, -5.7207, 2.4419], [-1.1310, -4.3006, 2.0534], [-1.6963, -3.3655, 1.1988], [-0.9910, -2.2081, 0.8894], [-1.4470, -1.1039, 0.1711], [-2.8251, -0.9867, -0.0857], [-3.5813, -1.9086, -0.3681], [-3.2499, 0.3834, 0.1650], [-4.5989, 0.7331, 0.2563], [-4.9565, 1.9968, 0.6555], [-3.9277, 2.8900, 1.0220], [-2.6250, 2.4845, 0.9679], [-2.2269, 1.2582, 0.5296], [0.3028, -2.0093, 1.4301], [0.8595, -2.9576, 2.2795], [0.1389, -4.1008, 2.5919], [0.8064, -5.2578, 3.6806], [0.8758, -0.8236, 0.9798], [2.2049, -0.5581, 1.1930], [2.9438, -1.0390, 2.0458], [2.6719, 0.4066, 0.1846], [4.0182, 0.7130, 0.0391], [4.4339, 1.5212, -1.0008], [3.4436, 2.0188, -1.8645], [2.1328, 1.6734, -1.6731], [1.6924, 0.8800, -0.6580], [-2.6911, -3.5173, 0.8117], [-5.3301, -0.0283, 0.0331], [-5.9881, 2.2897, 0.7399], [-4.1646, 3.8812, 1.3672], [-1.8409, 3.1456, 1.3276], [1.8443, -2.8005, 2.6886], [4.6997, 0.2599, 0.7425], [5.4751, 1.7419, -1.1682], [3.7034, 2.6458, -2.7022], [1.3668, 1.9824, -2.3758], [0.0997, 4.9774, 2.0678], [0.1934, 5.0954, 0.3148], [0.1384, 3.4599, -0.4614], [1.1322, 5.5715, 0.0322], [-0.6684, 5.6565, -0.0432], [-1.1587, 0.2544, 3.6108], [-0.0417, 1.1079, 3.9471], [0.2566, 1.2108, 5.3650], [0.9419, 2.5378, 5.6435], [2.1633, 2.6387, 4.7487], [1.7705, 2.4387, 3.3662], [2.6738, 3.0075, 2.3920], [0.6888, 1.7274, 3.0049], [0.3460, 1.6897, 1.7801], [-1.0468, -0.7040, 4.1179], [-1.1907, 0.0772, 2.5320], [-2.0975, 0.7130, 3.9289], [0.8856, 0.3695, 5.6833], [-0.6877, 1.1448, 5.9094], [1.2249, 2.6017, 6.6908], [0.2606, 3.3596, 5.4199], [2.9184, 1.8991, 5.0344], [2.6117, 3.6332, 4.8307], [2.3307, 2.7797, 1.3853], [3.6703, 2.5842, 2.5356], [2.7213, 4.0892, 2.5286], [-0.9001, 0.9892, -1.7964], [-0.9072, 1.1775, -3.3640], [0.3735, 0.3672, -4.1126], [1.0374, -0.7269, -3.4103], [0.7219, -2.0788, -4.0422], [1.2284, -2.1296, -5.4932], [1.3378, -0.7197, -6.0800], [0.2073, 0.1473, -5.5513], [-0.7224, 2.7671, -3.8492], [-1.6839, 3.7375, -3.3471], [-1.8489, 4.8836, -4.3372], [-0.5321, 5.6650, -4.4311], [0.6758, 4.7441, -4.2010], [0.3546, 3.3223, -4.6511], [-2.3330, 0.6602, -4.0751], [-3.0079, -0.5045, -3.5268], [-4.5093, -0.2433, -3.3464], [-4.7342, 1.2605, -3.2592], [-4.4031, 1.8769, -4.6208], [-3.0614, 1.3141, -5.1379], [0.7056, -0.7238, -2.3510], [2.1207, -0.5506, -3.4355], [-0.3604, -2.2271, -4.0048], [1.1836, -2.8689, -3.4495], [0.5392, -2.7260, -6.0926], [2.2049, -2.6119, -5.5390], [1.2848, -0.7591, -7.1684], [2.2920, -0.2662, -5.8074], [-0.7521, -0.3363, -5.7726], [0.2116, 1.1232, -6.0399], [-1.3455, 4.1652, -2.3961], [-2.6223, 3.2155, -3.1678], [-2.6480, 5.5459, -4.0057], [-2.1301, 4.4951, -5.3165], [-0.5231, 6.4554, -3.6804], [-0.4549, 6.1448, -5.4075], [0.9554, 4.7383, -3.1464], [1.5307, 5.1057, -4.7707], [1.2282, 2.6739, -4.5584], [0.0666, 3.3661, -5.7112], [-2.5371, -0.7184, -2.5611], [-2.8560, -1.3706, -4.1855], [-4.8593, -0.7559, -2.4526], [-5.0730, -0.6259, -4.1982], [-4.0852, 1.6658, -2.4765], [-5.7663, 1.4849, -2.9895], [-4.3728, 2.9653, -4.5515], [-5.1920, 1.6182, -5.3253], [-2.4324, 2.1018, -5.5530], [-3.2451, 0.5802, -5.9325]]}



Calculated values (eV/Å) of F_max for the records, taken in order: 0.249; 3.185.
Calculated values (g/mol) of molar mass for the records, taken in order: 964.60; 1079.57.
Calculated values (a.u.) of electronic energy for the records, taken in order: -5741.455441; -4579.123019.